Computed, not measured: a structure of composition C13H15Cl2CuN4O4S, with the ωB97M-V functional and the def2-TZVPD basis.

The geometry in XYZ format:
```
40
Properties=species:S:1:pos:R:3:forces:R:3
Cu 0.3686 0.1227 -0.5780 0.2398 -0.0640 -0.2559
Cl 0.4670 0.4769 2.3725 0.0502 0.0128 0.0535
C -0.8095 -0.6407 2.8731 0.0157 -0.0207 0.0205
Cl -1.4648 -1.5370 1.4877 -0.0192 0.0584 -0.0296
H -1.6090 -0.0649 3.3222 -0.0161 -0.0207 -0.0068
H -0.3888 -1.3574 3.5671 -0.0165 0.0016 0.0126
N 0.1082 -2.7391 -3.3672 -0.0941 0.0479 -0.0268
C -1.0559 -2.1582 -3.8577 0.0778 -0.1580 -0.0552
C -1.7934 -2.4002 -5.0108 -0.0162 0.0359 0.0272
C -2.9265 -1.6343 -5.1834 -0.0152 0.0166 0.0047
C -3.3158 -0.6723 -4.2360 0.0071 -0.0195 -0.0237
C -2.5801 -0.4461 -3.0931 0.0138 0.0072 -0.0125
C -1.4221 -1.2013 -2.9122 -0.0655 0.0309 0.1996
N -0.4921 -1.2186 -1.8742 0.0137 0.1253 -0.0273
C 0.3957 -2.1338 -2.2028 0.1020 -0.0833 0.0780
C 1.5691 -2.3386 -1.3621 -0.2081 0.0556 0.0406
C 2.5618 -3.2596 -1.3972 0.1042 0.0439 -0.0852
S 3.7057 -2.9096 -0.1785 -0.0222 -0.1637 0.1140
C 2.7720 -1.5944 0.3413 -0.0389 0.1766 -0.0411
N 1.6918 -1.4025 -0.3615 0.0830 -0.0870 -0.0610
H 0.6713 -3.4330 -3.8287 -0.0070 -0.0111 -0.0108
H -1.4990 -3.1469 -5.7352 0.0093 -0.0015 0.0010
H -3.5338 -1.7792 -6.0659 -0.0035 0.0023 0.0020
H -4.2171 -0.1008 -4.4093 -0.0024 -0.0032 -0.0037
H -2.9021 0.2899 -2.3693 0.0119 0.0017 -0.0080
H 2.6921 -4.0937 -2.0664 0.0109 0.0084 -0.0124
H 3.0607 -0.9584 1.1651 0.0111 0.0304 -0.0258
C -0.5527 3.7148 -0.7887 0.0038 0.0603 -0.0277
C -1.2958 2.5294 -1.3424 -0.0567 -0.1036 0.0800
O -1.1667 1.4012 -0.4040 0.0530 -0.0388 -0.0944
H -0.5692 4.5186 -1.5254 -0.0142 0.0050 0.0121
H 0.4858 3.4684 -0.5772 -0.0042 -0.0078 0.0020
H -1.0203 4.0746 0.1266 0.0067 -0.0115 0.0082
H -0.9086 2.2052 -2.3089 0.0341 0.0132 0.0091
H -2.3618 2.7355 -1.4364 0.0075 0.0278 -0.0387
H -1.9872 0.8959 -0.3784 -0.0433 0.0560 0.0397
O 3.2795 2.1783 -1.6982 -0.3119 0.3338 -0.0717
N 2.2756 1.5634 -1.4871 0.7537 -1.0480 0.2302
O 1.6617 0.8847 -2.3460 -0.2302 0.4589 0.0458
O 1.8312 1.4429 -0.2622 -0.4237 0.2321 -0.0624
```
Forces are in eV/Å.

HOMO energy (alpha / beta) = -12.0 / -12.0 eV
total charge = +1
spin multiplicity = 2
ΔE to the lowest compared entry with this formula, charge and spin = 0.0 kJ/mol
LUMO level (alpha / beta) = -3.3 / -4.3 eV
orbital gap (alpha / beta) = 8.752 / 7.742 eV


Computed, not measured: a structure of composition C14H19NO5S3Ti, with the ωB97M-V functional and the def2-TZVPD basis.

The geometry in XYZ format:
```
43
Properties=species:S:1:pos:R:3:forces:R:3
Ti 0.3701 -0.4504 1.0722 -0.2150 -0.0762 0.2470
C 4.8005 -1.9943 0.6039 -0.0755 0.0092 0.0145
C 3.3568 -1.8303 0.9994 -0.0161 -0.0553 0.0530
S 2.4810 -0.5992 0.1032 -0.1057 0.2103 0.0006
C 2.7396 -2.5709 1.9325 0.0687 -0.0269 0.0024
C 3.3968 -3.6825 2.7075 -0.0577 0.0683 -0.0348
S 1.0207 -2.3703 2.2346 0.0056 0.1546 -0.1572
H 5.1872 -1.0642 0.1905 0.0316 -0.0047 0.0038
H 4.9040 -2.7673 -0.1611 0.0166 0.0050 -0.0127
H 5.4206 -2.2775 1.4535 0.0223 -0.0005 -0.0050
H 4.4630 -3.5038 2.8383 0.0065 -0.0099 0.0026
H 3.2768 -4.6347 2.1859 -0.0059 -0.0221 0.0212
H 2.9398 -3.7819 3.6910 0.0233 -0.0259 0.0145
C -3.5528 1.5081 -4.9851 0.0123 -0.0056 0.0289
C -2.8661 1.6482 -3.6564 0.0169 -0.0077 -0.0164
C -1.6890 0.9547 -3.3886 -0.0240 0.0174 0.0143
C -1.0718 1.0458 -2.1535 -0.0206 0.0105 -0.0062
C -1.6448 1.8488 -1.1757 0.1566 -0.0455 0.0802
C -2.8054 2.5681 -1.4233 -0.0372 0.0468 0.0398
C -3.4085 2.4618 -2.6629 0.0021 -0.0055 0.0076
S -0.9255 1.9133 0.4284 0.1227 -0.0373 -0.0595
O -1.1748 3.1972 1.0082 -0.0289 -0.0021 -0.0329
O 0.5212 1.5463 0.2786 0.0108 -0.1163 -0.0476
N -1.4113 0.6756 1.2981 0.0899 0.0757 0.0544
C -2.5949 -0.0707 0.8997 0.1053 -0.1733 -0.0493
C -2.1552 -1.1401 -0.1130 -0.4638 0.0557 -0.0367
O -2.9202 -1.7083 -0.8424 0.0913 -0.0036 0.0382
O -0.8470 -1.3679 -0.0608 0.3303 0.0555 0.1469
H -2.8569 1.1788 -5.7548 -0.0045 0.0046 -0.0129
H -3.9999 2.4510 -5.2982 -0.0073 -0.0018 -0.0111
H -4.3511 0.7663 -4.9182 -0.0063 0.0009 -0.0060
H -1.2504 0.3281 -4.1543 0.0036 0.0007 -0.0121
H -0.1554 0.5063 -1.9576 -0.0099 -0.0045 -0.0033
H -3.2148 3.2082 -0.6529 -0.0121 0.0100 -0.0125
H -4.3138 3.0203 -2.8650 -0.0063 0.0055 -0.0042
H -3.3946 0.5390 0.4807 0.0295 -0.0099 -0.0404
H -3.0015 -0.5909 1.7693 -0.0003 0.0431 0.0094
C 2.1411 0.7229 3.4475 0.1459 0.0424 0.0909
O 0.8015 0.6327 2.9328 -0.1330 -0.0540 -0.2742
H 2.1143 1.1070 4.4667 -0.0291 -0.0086 -0.0143
H 2.7543 1.3617 2.8123 -0.0427 -0.0075 -0.0178
H 2.5448 -0.2856 3.4446 -0.0274 0.0000 -0.0121
H 0.3715 1.5005 2.9444 0.0376 -0.1114 0.0092
```
Forces are in eV/Å.

HOMO energy = -7.8 eV
spin multiplicity = 1
ΔE to the lowest compared entry with this formula, charge and spin = 53.3 kJ/mol
LUMO level = -0.8 eV
orbital gap = 6.977 eV


Computed, not measured: a structure of composition C58H62InN6O4P2Te, with the ωB97M-V functional and the def2-TZVPD basis.

The geometry in XYZ format:
```
134
Properties=species:S:1:pos:R:3:forces:R:3
In 1.3284 -0.1102 0.1849 0.0986 -0.1525 -0.4038
C 3.7032 -1.1539 -3.5114 -0.0198 -0.0722 0.0741
C 4.5898 -0.8605 -2.3076 -0.2235 -0.0426 0.2566
C 4.9883 0.6129 -2.2361 0.0103 -0.1120 0.1093
P 3.6912 -1.2554 -0.7172 0.7499 -0.3674 -0.1858
C 5.0803 -1.5548 0.5276 -0.2607 0.1886 -0.0457
C 6.2616 -2.4119 0.0821 -0.1762 0.2280 -0.0956
C 4.4527 -2.1736 1.7715 -0.0698 0.1877 -0.0832
C 2.9819 -2.9031 -0.9281 -0.0442 0.0879 0.0016
C 3.7254 -3.9107 -1.5352 -0.0447 -0.1808 -0.0334
C 3.2893 -5.2181 -1.5969 0.1397 -0.1658 -0.0781
C 2.0758 -5.5336 -1.0028 0.0564 0.0510 -0.0684
C 1.3006 -4.5517 -0.4353 -0.1445 -0.0722 0.1711
C 1.6967 -3.1937 -0.4011 0.5634 -0.6482 -0.3363
N 0.8937 -2.2710 0.1936 0.1035 1.8740 -0.2061
C -0.4268 -2.6281 0.4728 -0.7462 -0.3050 0.2953
C -1.2775 -3.0852 -0.5366 -0.0509 0.0672 0.0103
C -2.5412 -3.5475 -0.2351 0.0346 -0.0664 -0.0321
C -2.9944 -3.5244 1.0768 -0.0983 -0.0186 0.2207
C -2.1830 -3.0174 2.0786 -0.1788 -0.0603 -0.0882
C -0.8938 -2.5739 1.7964 0.2951 0.1883 -0.0178
P 0.3430 -1.9520 2.9969 -0.4304 -0.1790 1.0157
C 0.7346 -3.5483 3.9480 0.1192 0.2156 -0.1737
C -0.3852 -4.5608 4.1681 0.0858 0.1654 0.0349
C 1.9027 -4.2250 3.2333 -0.0293 0.1646 0.2065
C -0.6151 -0.9308 4.2726 0.1169 -0.1799 -0.1412
C -1.3910 -1.5948 5.4078 0.2129 0.0569 -0.1440
C -1.4994 0.0661 3.5348 0.2685 -0.0817 0.0162
H 4.0927 -0.6618 -4.4019 0.0218 0.0089 -0.0648
H 3.6372 -2.2232 -3.7019 -0.0188 -0.0477 -0.0623
H 2.6929 -0.7868 -3.3435 0.0079 -0.0029 -0.0664
H 5.5001 -1.4673 -2.3678 -0.1183 -0.0180 0.0925
H 4.1001 1.2408 -2.2581 0.0175 0.1182 -0.0145
H 5.5321 0.8291 -1.3160 0.0650 0.1111 0.0486
H 5.6226 0.8824 -3.0804 0.0084 0.0125 -0.0675
H 5.4504 -0.5552 0.7836 -0.0831 -0.0408 -0.0768
H 5.9396 -3.4267 -0.1424 0.0337 -0.0889 -0.0304
H 6.7675 -1.9935 -0.7837 0.1075 -0.0270 -0.1109
H 6.9859 -2.4610 0.8960 0.0464 -0.0252 0.0564
H 4.2014 -3.2147 1.5693 -0.0645 -0.0524 0.0390
H 5.1491 -2.1388 2.6108 0.0332 -0.0207 0.0411
H 3.5468 -1.6340 2.0513 -0.0614 -0.0925 0.1584
H 4.6809 -3.6643 -1.9742 0.0933 0.0833 -0.0466
H 3.8879 -5.9804 -2.0756 0.0380 -0.0107 -0.0195
H 1.7287 -6.5575 -0.9817 -0.0471 -0.0688 -0.0199
H 0.3653 -4.8330 0.0278 0.0263 -0.0389 -0.0483
H -0.9147 -3.0961 -1.5544 0.0288 0.0006 -0.0894
H -3.1743 -3.9390 -1.0189 -0.0521 0.0471 -0.0803
H -3.9855 -3.8838 1.3182 -0.0669 -0.0223 0.0009
H -2.5619 -2.9734 3.0897 0.0255 -0.0266 0.0614
H 1.0884 -3.1961 4.9260 0.0017 0.0322 -0.0769
H -0.8740 -4.8167 3.2322 -0.0033 -0.1043 -0.0874
H 0.0418 -5.4750 4.5836 0.0016 -0.0690 0.0632
H -1.1416 -4.2007 4.8587 -0.1395 0.0191 0.0299
H 1.6262 -4.5060 2.2181 0.0286 -0.0727 -0.1002
H 2.7476 -3.5465 3.1798 0.1237 -0.0191 -0.0672
H 2.2102 -5.1219 3.7730 0.0187 -0.0989 -0.0182
H 0.2099 -0.3615 4.7260 -0.0849 -0.1328 -0.0746
H -2.2626 -2.1298 5.0379 -0.0911 -0.0915 0.0119
H -0.7678 -2.2800 5.9771 -0.0107 -0.1007 0.0810
H -1.7471 -0.8232 6.0928 -0.0476 0.0428 0.0633
H -2.4132 -0.4103 3.1862 -0.0693 -0.0455 -0.0912
H -1.7771 0.8878 4.1944 -0.0516 0.1122 0.0427
H -0.9611 0.4733 2.6791 -0.1287 0.1941 -0.1311
C -4.2870 5.2215 -0.2317 0.0777 -0.0042 -0.0555
C -3.0809 4.3407 -0.0752 -0.0398 -0.0539 0.0037
C -1.9434 4.7249 0.6059 0.0306 -0.0446 -0.0100
C -0.8611 3.8671 0.8042 -0.2512 -0.1957 -0.3263
C 0.3368 4.4803 1.4273 0.2141 0.1693 -0.0481
O 0.6913 5.6012 1.0988 0.0091 -0.2123 0.0608
C 1.0635 3.7429 2.4898 0.2574 0.0558 0.3445
C 0.3431 2.9843 3.4044 0.0394 0.0843 -0.1461
C 0.9916 2.3803 4.4630 -0.0601 -0.0864 0.0881
C 2.3627 2.5107 4.6061 0.0131 0.0008 0.0947
C 3.0830 3.2798 3.7096 0.1006 0.0887 0.0949
C 2.4365 3.9071 2.6614 -0.2315 0.0772 -0.0991
C -0.8836 2.5324 0.3058 -0.5306 0.5565 -0.0735
O 0.0703 1.6901 0.6081 0.6971 -1.0630 -0.1161
C -1.9771 2.2305 -0.5384 0.0289 -0.0060 0.2214
C -3.0509 3.0912 -0.6809 0.1876 0.2127 0.2091
C -2.0497 0.9929 -1.3538 -0.1988 -0.2490 0.5211
N -2.5678 -0.0943 -0.9390 0.8733 0.2981 -0.3284
C -3.0910 -0.1535 0.3959 0.2497 -0.0343 0.2808
C -4.6031 -0.1254 0.3249 0.1097 -0.3025 -0.0683
Te -5.2523 -1.1302 -1.4819 -0.8061 0.3840 0.0526
C -5.7706 0.7586 -2.3362 0.0593 -0.5421 0.1530
C -5.1100 1.2322 -3.4571 0.1618 -0.2222 -0.0859
C -5.3594 2.5098 -3.9258 -0.0204 0.1702 -0.1468
C -6.2806 3.3204 -3.2854 0.0100 0.0982 -0.0721
C -6.9674 2.8399 -2.1826 -0.0425 0.1035 0.0600
C -6.7155 1.5628 -1.7143 -0.1683 -0.0285 0.2287
C -1.7191 1.1273 -2.7782 0.1586 0.0649 -0.5541
C -1.4987 2.3792 -3.3527 -0.1219 -0.1480 0.1914
C -1.3962 2.5097 -4.7261 -0.0811 0.0526 -0.2171
C -1.4925 1.3973 -5.5426 -0.1200 0.1862 0.0182
C -1.6478 0.1430 -4.9731 -0.1266 -0.1577 0.0380
C -1.7563 0.0041 -3.6053 0.0270 0.0437 -0.0345
H -4.3011 6.0119 0.5163 -0.0353 0.0458 0.0330
H -5.1933 4.6240 -0.1381 -0.1124 0.0621 0.0347
H -4.3057 5.6847 -1.2198 -0.0310 0.0660 -0.0320
H -1.8638 5.7230 1.0141 -0.0035 0.1154 0.0323
H -0.7275 2.8959 3.2833 -0.0537 -0.0768 -0.0283
H 0.4301 1.7992 5.1792 -0.0838 -0.0451 0.0853
H 2.8699 2.0121 5.4199 0.0415 -0.0275 0.0717
H 4.1528 3.3804 3.8173 0.0526 -0.0041 -0.0081
H 2.9963 4.5135 1.9636 -0.0307 0.0543 -0.0842
H -3.8819 2.7870 -1.3047 -0.1140 -0.0739 -0.1349
H -2.7373 0.6722 1.0253 -0.0532 -0.1217 0.0413
H -2.7664 -1.0970 0.8285 0.0044 0.1704 0.0334
H -4.9661 0.8944 0.2332 -0.1280 0.0411 -0.0890
H -5.0449 -0.5857 1.2042 -0.1467 -0.0698 -0.0053
H -4.3805 0.6101 -3.9538 0.1260 0.0051 -0.0275
H -4.8139 2.8733 -4.7843 0.0515 0.0382 -0.0749
H -6.4624 4.3236 -3.6431 -0.0147 0.0792 -0.0336
H -7.6965 3.4617 -1.6796 -0.0321 0.0270 0.0091
H -7.2575 1.1968 -0.8508 0.0184 -0.0374 0.0111
H -1.4194 3.2611 -2.7317 -0.0227 0.0041 0.0320
H -1.2281 3.4876 -5.1524 0.0346 0.0905 -0.0625
H -1.4276 1.5024 -6.6156 0.0899 -0.0064 -0.0672
H -1.6819 -0.7291 -5.6058 0.0401 -0.1454 -0.0865
H -1.8891 -0.9666 -3.1511 -0.0619 -0.0742 0.0435
N 1.8745 2.6351 -1.4347 -0.1878 -0.1969 -0.0359
C 1.5870 1.6515 -2.3317 0.2462 0.2175 -0.1163
O 1.3645 0.4609 -1.9210 -0.2867 0.0124 0.5030
C 1.6413 1.9617 -3.6975 0.1006 -0.1233 0.4688
C 1.8102 3.2774 -4.1261 0.1200 0.6507 -0.0667
N 1.9328 4.3617 -4.4993 0.0272 0.3701 -0.0119
C 1.5342 1.0373 -4.7352 -0.0284 -0.7339 -0.4592
N 1.4849 0.3533 -5.6623 0.0424 -0.1868 -0.0972
H 1.5737 2.4459 -0.4869 -0.1299 0.2721 0.0945
H 1.8089 3.5933 -1.7435 0.1044 0.0061 0.0053
O 4.7059 1.7092 1.7112 1.2340 0.5540 -0.1388
C 3.6361 1.2397 1.6161 -0.1005 -0.1920 0.2696
N 2.5685 0.7339 1.6183 -1.1087 -0.2971 -0.0127
```
Forces are in eV/Å.

HOMO energy = -5.4 eV
total charge = -1
spin multiplicity = 1
LUMO level = 2.0 eV
orbital gap = 7.390 eV